(1)
{
  "formula": "C4H8NO2",
  "method": "ωB97M-V/def2-TZVPD",
  "de_lowest_kcal_mol": 152.8,
  "charge": -1,
  "e_tot_ev": -9858.1614,
  "largest_force_ha_per_bohr": 0.169,
  "elements": ["O", "O", "N", "C", "C", "C", "C", "H", "H", "H", "H", "H", "H", "H", "H"],
  "positions_angstrom": [[0.06493, -1.20054, -2.12454], [-0.36090, -0.39820, 3.37982], [-0.24906, 0.95439, -1.22285], [0.51650, 0.37138, -0.13818], [-0.00564, 0.03450, -2.37340], [0.28782, 0.63802, 1.28792], [0.00517, -0.40478, 2.18806], [-1.02125, 0.34092, -2.95891], [0.52993, 1.55461, 1.80269], [0.44816, -0.70115, -0.19062], [0.88208, 0.44933, -2.95720], [1.52442, 0.58656, -0.47260], [-0.23856, -1.34940, 1.69459], [-1.66666, 0.47542, -3.32494], [-1.17003, 0.91824, -0.86167]],
  "forces_ev_per_angstrom": [[-0.9, 2.1, -2.1], [0.8, 0.5, 1.2], [-0.7, 0.4, -1.4], [2.4, -1.0, 1.3], [6.1, -3.2, 5.2], [-0.2, 0.1, 1.3], [-2.1, 0.6, -1.5], [-2.7, 0.8, -1.8], [0.0, 0.6, -0.3], [-0.1, -0.5, 0.0], [-1.6, -0.1, -0.5], [1.0, 0.1, 0.2], [0.5, -0.9, -0.7], [-1.0, 0.4, -0.8], [-1.6, -0.1, -0.1]]
}

=====

(2)
{
  "formula": "CH3Cl2PS",
  "method": "ωB97M-V/def2-TZVPD",
  "de_lowest_kcal_mol": 109.1,
  "e_tot_ev": -46251.5930,
  "largest_force_ha_per_bohr": 0.032,
  "elements": ["Cl", "Cl", "S", "P", "C", "H", "H", "H"],
  "positions_angstrom": [[1.60308, -0.21898, -1.22765], [-0.90731, -0.26004, -2.69773], [-1.18893, -0.36265, 0.88862], [0.18809, 1.02207, 1.19799], [0.08083, -0.97104, -1.44014], [0.58839, 0.44806, 2.39949], [-0.21185, 2.27648, 1.79825], [-0.15229, -1.93389, -0.91883]],
  "forces_ev_per_angstrom": [[-0.9, -0.9, -0.2], [0.6, -0.9, 0.9], [-0.8, -0.3, -1.3], [1.0, 0.8, 1.0], [-0.6, 0.6, 0.9], [0.7, 0.3, 0.4], [-0.6, -0.6, -0.4], [0.4, 1.0, -1.2]]
}

=====

(3)
{
  "formula": "C17H43LiN2O13Sr2",
  "method": "ωB97M-V/def2-TZVPD",
  "charge": 4,
  "e_tot_ev": -49753.4516,
  "largest_force_ha_per_bohr": 0.113,
  "elements": ["Sr", "Sr", "O", "O", "O", "O", "O", "O", "O", "O", "O", "O", "O", "O", "O", "N", "N", "C", "C", "C", "C", "C", "C", "C", "C", "C", "C", "C", "C", "C", "C", "C", "C", "C", "Li", "H", "H", "H", "H", "H", "H", "H", "H", "H", "H", "H", "H", "H", "H", "H", "H", "H", "H", "H", "H", "H", "H", "H", "H", "H", "H", "H", "H", "H", "H", "H", "H", "H", "H", "H", "H", "H", "H", "H", "H", "H", "H", "H"],
  "positions_angstrom": [[2.03147, 8.22514, -23.22752], [1.83481, 6.05656, -27.77046], [4.20113, 7.24581, -22.00368], [-1.77938, 0.42411, -21.99592], [1.89461, 6.18101, -21.66013], [-2.86127, 4.43830, -27.04514], [4.22959, 4.72253, -27.99045], [-3.09088, 6.80476, -21.82384], [0.15774, 0.27708, -21.26906], [-0.07468, 5.67274, -25.98107], [1.90506, 3.35014, -27.33584], [0.18210, 6.54594, -24.04316], [-4.32524, 6.36554, -28.12906], [-4.46867, 9.17694, -22.40402], [0.02562, 4.45115, -24.21385], [0.05791, 5.53732, -24.72736], [-0.73618, 0.89800, -21.64735], [3.06138, 2.85410, -26.74094], [-2.87207, 5.39303, -22.11611], [-4.33305, 5.12146, -28.85613], [-4.84108, 7.50330, -28.84788], [-4.02310, 4.12262, -27.74108], [0.67694, 5.88678, -20.94346], [2.90281, 5.19546, -21.75137], [-2.48082, 3.32020, -26.19288], [4.23077, 5.87076, -21.49813], [-4.51490, 10.58418, -22.14902], [4.24435, 3.26943, -27.57573], [0.78906, 2.56942, -26.96477], [5.38393, 4.94795, -28.75412], [5.48915, 7.81566, -21.92184], [-4.67559, 8.48617, -21.11926], [-0.67588, 2.34760, -21.35075], [-4.33438, 7.05309, -21.25148], [-2.60038, 6.33976, -27.07194], [-4.72047, 8.45557, -28.33141], [-4.05947, 8.88201, -20.31192], [-5.36100, 4.94874, -29.17486], [0.81648, 1.74288, -27.67483], [4.24649, 5.72558, -20.41795], [0.79797, 5.91856, -19.86066], [-5.69521, 8.67021, -20.78073], [5.57022, 8.26602, -20.93255], [-4.27314, 7.61366, -29.77166], [3.12308, 1.76611, -26.71678], [0.06285, 3.29465, -27.33187], [-1.82428, 5.22256, -22.36346], [3.20202, 3.27810, -25.74669], [4.08836, 2.81854, -28.55576], [-0.22977, 6.44993, -21.16444], [5.13902, 2.92474, -27.05722], [0.62524, 4.85580, -21.29348], [-5.84563, 7.56122, -29.26697], [2.76374, 4.83765, -22.77153], [-5.03209, 6.54762, -21.91916], [-1.22391, 2.52711, -20.42579], [-1.44713, 3.47130, -25.88181], [-3.62032, 5.07437, -29.67948], [5.09769, 5.85610, -29.28461], [5.51546, 4.32726, -29.64043], [-3.75564, 10.81796, -21.40271], [6.33928, 5.01793, -28.23402], [0.72132, 2.28851, -25.91377], [-4.50815, 11.10829, -23.10472], [-4.02908, 3.13661, -28.20566], [4.89866, 5.26300, -22.10858], [-4.39485, 6.66668, -20.23407], [-3.57409, 5.01910, -22.86140], [6.26673, 7.05810, -21.82403], [-5.51678, 10.73878, -21.74847], [-1.15250, 2.82266, -22.20822], [-2.37935, 2.43351, -26.81865], [-3.16817, 4.81665, -21.23963], [-3.22728, 3.20845, -25.40648], [-4.81886, 4.11575, -26.99622], [2.74792, 4.39549, -21.02738], [0.39757, 2.52974, -21.29948], [5.69411, 8.52394, -22.72460]],
  "forces_ev_per_angstrom": [[-0.1, -1.2, 1.9], [0.5, -2.1, -0.1], [-1.1, -1.5, -0.6], [-1.7, 0.1, -1.5], [-0.7, 3.4, 0.0], [2.0, 0.0, 0.3], [-1.0, -1.9, 2.3], [2.3, -0.9, -0.7], [5.0, -2.8, 1.1], [0.7, 0.6, -2.0], [0.9, 1.3, 0.5], [1.0, 2.6, 0.7], [0.1, 1.2, -0.2], [0.4, -0.7, 1.5], [0.1, -0.3, -0.3], [-0.3, -1.7, 0.7], [-3.4, 1.6, 1.1], [2.2, 1.0, -0.1], [-1.2, 1.2, 1.1], [-0.6, -0.1, 1.9], [0.8, 1.1, -1.6], [-2.1, -0.4, -1.2], [0.6, -2.3, 0.2], [-1.0, 0.5, -0.8], [0.5, 0.2, -0.8], [-1.6, -0.7, -0.6], [-1.2, -1.1, -0.1], [-1.1, 0.3, -1.3], [-1.1, 0.5, -2.0], [0.3, 1.8, -2.2], [1.4, 0.4, 1.6], [0.6, 1.4, -1.5], [0.1, 0.3, -1.1], [-1.4, -1.0, -0.4], [-1.0, -0.4, 0.1], [0.2, -0.5, 0.7], [0.5, 0.6, -0.2], [0.2, -0.2, -0.4], [-0.4, -0.5, 0.6], [1.4, 1.1, 0.1], [0.4, 0.0, 0.0], [-0.2, -0.4, -0.1], [0.0, 0.7, -0.2], [0.5, 0.0, -0.1], [-0.4, -0.1, 0.2], [-1.2, -0.9, 0.7], [-0.2, 0.1, -0.1], [-0.3, -0.2, 0.5], [0.6, -0.6, 0.1], [0.4, 0.4, -0.8], [0.4, 0.6, -0.4], [-1.5, -0.2, 0.7], [-0.6, -1.2, 0.9], [0.5, -0.7, -0.2], [-0.7, -0.1, 0.3], [0.2, -0.1, -0.1], [-0.5, 0.5, 0.6], [0.0, 0.3, -0.1], [0.9, 0.7, 0.2], [-0.2, -1.0, 0.4], [0.1, 0.6, -0.3], [-0.3, 0.1, 0.4], [0.1, 0.2, -0.1], [0.6, 0.1, 0.2], [0.5, -0.3, 0.1], [0.9, 0.3, 0.7], [-0.1, -0.5, 0.1], [0.1, 0.2, -0.6], [0.0, -0.2, -0.8], [0.0, 0.7, 0.4], [0.0, 0.4, 0.3], [-0.6, -0.2, 0.0], [0.4, -0.2, 0.3], [0.3, -0.2, 0.1], [-0.4, 0.1, -0.2], [0.0, -0.1, -0.1], [-0.3, 0.4, 0.3], [-0.1, -0.1, 0.1]]
}

=====

(4)
{
  "formula": "C6H10N4",
  "method": "ωB97M-V/def2-TZVPD",
  "de_lowest_kcal_mol": 21.4,
  "charge": 2,
  "e_tot_ev": -12325.9279,
  "largest_force_ha_per_bohr": 0.075,
  "smiles": "C=N/C=C1\\[NH+]=CN(C)C1=[NH2+]",
  "elements": ["N", "N", "N", "N", "C", "C", "C", "C", "C", "C", "H", "H", "H", "H", "H", "H", "H", "H", "H", "H"],
  "positions_angstrom": [[1.56299, 1.44489, -0.00425], [-1.61984, 0.13414, 2.69445], [-0.81538, -1.11233, 0.11767], [0.50749, -0.33542, -1.40968], [-0.69734, 0.59884, 1.90368], [-0.34063, 0.06880, 0.61279], [1.02557, -0.23216, -2.77408], [-2.09231, -0.50417, 3.65169], [-0.37310, -1.25517, -1.08388], [0.65168, 0.55088, -0.31550], [1.54909, 1.86703, 1.01218], [1.01270, -1.27419, -3.21665], [2.00026, 0.17354, -2.83467], [-1.39825, -1.67415, 0.71380], [-3.16844, -0.43026, 3.84020], [0.33646, 0.38366, -3.31337], [1.87251, 1.93288, -0.87267], [-0.52532, 1.59384, 2.18025], [-0.39083, -2.06654, -1.86313], [-1.47472, -1.04629, 4.35401]],
  "forces_ev_per_angstrom": [[0.2, 1.6, -0.4], [1.3, -0.5, -1.2], [-1.0, 0.0, 0.8], [1.3, 2.6, 1.2], [-1.8, -1.4, -0.9], [1.6, 1.6, 1.4], [-0.8, -1.7, -0.6], [-0.9, 0.4, 0.5], [0.7, -2.9, -2.5], [-2.5, -2.1, 2.1], [0.3, -0.8, -3.2], [0.2, 1.3, 0.4], [1.0, 0.3, 0.3], [-0.4, -0.7, -0.6], [0.2, -0.2, -0.1], [-0.3, 0.4, -0.6], [0.5, 0.3, 1.7], [1.2, 1.5, 0.1], [-1.1, 0.5, 1.5], [0.3, -0.2, 0.1]]
}